Entry from the Open Molecules 2025 dataset: a molecular structure, C38H37BrF5MoN7O7S5Te at a distorted geometry (ωB97M-V/def2-TZVPD).

Last column: Mulliken spin population.
Atoms and positions in Å:
C1 1.98010 0.48938 -4.70363  -0.02
C2 0.18935 -1.65298 -5.23909  0.00
H1 4.66834 -3.45701 -1.28234  0.00
C3 1.29846 -3.77119 3.41341  0.01
C4 -0.48015 3.73130 5.27480  0.00
H2 0.98930 3.83300 -1.25345  -0.01
H3 -3.54839 2.41260 1.17939  0.00
S1 -1.92237 0.08312 -5.78384  0.00
H4 3.13391 2.37054 5.38314  0.00
H5 2.60150 5.57630 6.96300  0.00
N1 0.12380 -1.47094 0.27874  0.02
C5 -4.45168 -0.48501 -0.35214  0.00
C6 -0.20825 -3.33661 -1.13136  0.00
H6 2.97445 0.23350 -4.34243  0.01
F1 2.02078 1.47900 1.50148  0.01
S2 -2.35815 1.10005 -1.05321  0.01
C7 0.27668 -4.20108 -0.17861  0.00
H7 -2.08303 2.50937 -4.03591  0.00
H8 3.42971 -3.99261 0.75260  0.00
C8 1.60478 1.90969 -4.28780  0.00
H9 3.73737 4.40109 6.51715  0.00
N2 1.73311 -5.72634 2.20482  0.01
C9 4.19346 -4.42282 -1.18146  0.00
C10 -0.08915 5.21328 0.01498  0.01
C11 -0.76786 5.27361 1.22265  0.00
H10 -0.54016 -3.71312 -2.08920  0.00
F2 2.88717 2.67047 -0.80052  0.00
C12 2.11754 2.74543 5.35575  0.00
C13 -5.52456 -0.82590 0.45122  0.00
N3 2.14951 -6.43253 1.25553  -0.01
C14 -0.53024 3.05815 1.52177  0.02
F3 2.82268 -0.85042 0.76519  0.01
S3 -1.34962 1.73514 3.63651  -0.01
H11 -6.86874 -1.39749 2.84741  0.00
F4 3.85217 1.18224 -2.44815  0.00
H12 -0.60868 -1.25248 -1.61117  0.00
H13 -0.49607 -2.33932 -4.74009  0.00
H14 -4.15347 -1.09550 -1.19395  0.00
C15 -0.53691 -0.93142 -6.36251  0.00
C16 -3.75437 0.68457 -0.07755  0.00
Br1 5.19363 -4.92562 -3.79790  0.00
H15 -0.82685 3.53540 -4.76680  0.03
H16 0.06849 6.08660 -0.59919  0.00
H17 -7.97399 -0.49991 1.81318  0.00
C17 0.49915 -2.32372 1.25323  0.01
S4 0.82957 -0.64745 -3.87684  0.44
O1 0.59303 -0.34550 2.38371  0.02
H18 1.63172 -4.36709 4.25312  0.00
H19 -7.22052 0.30031 3.19753  0.00
H20 -1.49326 4.10361 5.20521  0.00
S5 0.04186 1.86789 -3.35253  0.49
H21 -1.15211 6.21365 1.60537  0.00
H22 1.03174 -2.23123 -5.63071  0.03
H23 2.51514 -7.87661 -0.79441  0.00
O2 -1.41910 0.33821 3.94672  0.00
C18 2.85256 -5.97341 0.10432  0.00
C19 1.14309 2.04792 4.67591  -0.01
N4 -0.98607 4.21453 1.99282  0.00
H24 0.13421 -0.30959 -6.95322  0.00
C20 2.98695 -6.91004 -0.91908  0.00
O3 -2.37331 0.30616 -2.25746  0.01
C21 0.72177 -1.66200 2.47873  0.01
C22 -5.90018 -0.01695 1.52448  0.00
H25 -1.87468 2.32504 -6.55472  0.00
H26 2.34424 2.31284 -3.59549  0.00
C23 -1.22481 1.75544 -5.89049  0.00
C24 1.23846 -4.41483 2.19457  -0.01
O4 -2.57235 2.48247 3.67101  0.00
H27 0.25294 5.34723 6.47945  0.00
C25 4.27134 -5.35814 -2.20032  0.00
O5 -1.23019 0.58960 -0.15038  0.04
H28 -0.24591 1.67785 -6.36263  0.00
Te1 3.26395 0.68232 -0.61667  0.03
H29 3.77123 -7.33051 -2.87341  0.00
C26 -0.24703 -1.96549 -0.88356  0.00
H30 0.32047 -5.25603 -0.39472  0.00
F5 3.25898 -0.98010 -1.66176  0.00
C27 -1.13243 2.50408 -4.56867  0.00
O6 -2.28154 2.52558 -1.21322  0.00
C28 3.48605 -4.72812 -0.03348  0.00
H31 1.49812 2.58615 -5.13445  0.00
H32 -5.45979 1.78414 2.60602  0.00
C29 0.67741 -3.69547 1.07178  0.00
C30 0.39585 3.97637 -0.36213  0.01
C31 -7.05640 -0.42077 2.39889  0.00
H33 1.17961 -1.90766 4.53431  0.00
O7 1.37352 0.62619 -0.83438  0.01
N5 -0.66910 1.84353 2.11596  0.01
H34 1.93081 0.32620 -5.77874  0.00
C32 1.06210 -2.39325 3.57519  -0.02
C33 0.49515 4.42356 5.96685  0.00
N6 0.17948 2.90937 0.38500  0.01
C34 -5.18533 1.14980 1.77257  0.00
C35 1.80741 3.94505 6.00916  0.00
H35 1.38207 1.12649 4.16135  0.00
Mo1 0.43708 0.63805 0.80151  0.82
H36 -0.97115 -1.67695 -7.02927  0.00
H37 -6.07846 -1.73536 0.24925  0.00
N7 2.77870 4.61605 6.72721  0.00
C36 3.68090 -6.60461 -2.07700  0.00
C37 -0.15691 2.54234 4.64029  0.01
C38 -4.10959 1.50931 0.97781  0.00

Calculated values
maximum force = 2.072 eV Å⁻¹
LUMO level (alpha / beta) = -1.5 / -3.0 eV
2S+1 = 3
DFT total energy = -7780.776348 hartree
molar mass = 1262.5 Da
frontier orbital gap (alpha / beta) = 6.1 / 4.6 eV
HOMO energy (alpha / beta) = -0.2804 / -0.2807 Ha
expectation value of S² = 2.0126